[1]
Here is an isolated molecule of C25H29NO6 at a distorted geometry from the OMol25 dataset. Energies are from wB97M-V/def2-TZVPD.

Structure (XYZ):
```
61
C25H29NO6, DFT wB97M-V/def2-TZVPD
H 5.190 2.778 -0.421
O -2.775 1.456 -1.511
C 2.611 -3.347 -0.247
C 7.217 -0.539 -1.119
O 4.996 -1.545 -0.625
H 6.868 1.997 -1.986
H 7.735 2.861 -0.713
C -7.217 -2.383 -0.950
O 0.458 -1.963 0.786
H -2.543 2.318 -1.888
H 3.564 -3.683 -0.646
H -0.700 2.562 1.789
C 7.964 0.715 -0.654
H -6.768 1.003 -1.619
H 2.372 -3.915 0.650
H -5.979 1.123 0.710
H -8.121 -2.255 -0.358
C -6.945 -1.134 -1.781
O -4.779 2.412 -1.267
H -7.893 0.276 -0.476
H -4.296 -0.610 -1.146
C -4.037 1.496 -1.053
C -0.662 -0.067 1.758
C 5.814 -0.453 -0.636
H -2.364 -0.467 2.958
C 1.587 0.171 0.905
O -1.634 -2.193 1.426
C -6.919 0.153 -0.953
C -0.664 -1.461 1.338
C -5.854 0.200 0.143
H 0.844 2.465 2.653
C 3.809 -1.122 -0.133
H -5.982 -0.640 0.827
H -3.216 -1.067 0.879
C -4.416 0.172 -0.389
C 5.196 0.662 -0.172
C 7.139 1.973 -0.928
H 8.924 0.779 -1.166
H -6.391 -2.597 -0.277
H 1.824 -3.539 -0.974
C -1.923 0.384 2.439
H -7.734 -1.032 -2.530
H 2.808 1.950 0.938
H -6.005 -1.255 -2.323
C -2.899 0.881 1.375
O -3.099 2.060 1.155
C 2.674 -1.887 0.068
C 1.572 -1.209 0.596
H -7.352 -3.245 -1.599
H 7.693 -1.445 -0.738
C 2.756 0.903 0.691
H 7.224 -0.600 -2.212
C 0.386 0.748 1.467
C 0.328 2.220 1.724
H -1.726 1.187 3.147
C 3.865 0.260 0.174
H 8.157 0.643 0.418
H 6.114 2.202 0.965
N -3.473 -0.108 0.677
C 5.865 1.991 -0.080
H 0.810 2.762 0.914
```

## Properties
SMILES: CCCC[C@H](NC(=O)Cc1c(C)c2cc3c4c(oc3c(C)c2oc1=O)CCCC4)C(=O)O
2S+1: 1
Electronic energy, Ha: -1476.3394
HOMO, eV: -8.2
LUMO, eV: 0.02

---

[2]
Here is a structure of composition C25H30BBr2N8Pd from the OMol25 dataset. Energies are from wB97M-V/def2-TZVPD.

Structure (XYZ):
```
67
C25H30BBr2N8Pd, DFT wB97M-V/def2-TZVPD
H 4.250 -1.542 0.099
C 0.756 0.435 3.614
C -3.872 1.198 -0.931
H 3.192 0.062 -1.667
N -2.165 -0.172 0.141
N 3.616 1.614 -0.375
H -1.099 5.059 -2.072
C 3.656 2.936 -0.227
H -4.061 1.030 -1.994
C -3.423 -3.451 1.163
C -1.344 3.209 -3.143
H 0.924 2.371 4.524
C -0.317 -1.485 3.749
C 3.038 3.336 -2.498
H -2.080 -2.704 3.946
C 3.268 1.137 -1.568
H -5.187 -1.437 -0.126
H 1.725 -2.475 -2.816
H 2.810 3.991 -3.328
C 0.256 -0.504 4.529
C -3.223 -2.057 0.664
H -0.910 -2.537 -2.985
B -0.682 -1.932 1.229
C -1.010 1.867 -3.108
H -1.677 -3.162 -1.520
C 3.371 3.832 -1.248
H -2.831 -4.168 0.590
H -0.588 -3.618 3.760
N 0.374 -1.938 0.087
H 0.307 -0.479 5.605
C 1.493 1.708 3.868
C -1.096 -2.333 -1.931
C 2.364 -2.149 -0.686
H -1.714 -1.436 -1.859
C 0.217 -2.181 -1.233
C -4.145 -1.225 0.057
H -3.097 1.959 -0.838
N -0.162 -1.135 2.452
H 1.657 2.209 2.911
C -0.096 3.430 -1.115
H 0.038 0.309 -2.048
C 2.998 1.965 -2.648
Br 2.546 1.193 -4.317
H 3.921 3.294 0.762
H -3.134 -3.564 2.207
H -1.956 3.609 -3.940
H 0.287 4.019 -0.294
H 4.199 -3.236 -0.408
C -3.418 -0.052 -0.250
H 3.409 4.898 -1.065
C -1.019 -2.722 4.205
C 3.859 -2.227 -0.654
N 1.686 -1.926 0.426
Pd 0.984 1.079 0.570
H -0.938 -2.795 5.290
H -0.877 -3.064 1.606
Br -1.624 0.701 -4.466
C 1.485 -2.300 -1.778
H -4.476 -3.717 1.063
C -0.870 4.002 -2.110
N 0.226 2.129 -1.089
N 0.492 0.045 2.377
H 2.461 1.519 4.338
H 4.291 -1.964 -1.622
N -2.042 -1.402 0.698
C -0.232 1.356 -2.086
H -4.792 1.586 -0.487
```

## Properties
2S+1: 1
Electronic energy, Ha: -6709.5972
HOMO, eV: -2.8
LUMO, eV: 2.45
Total charge: -1

---

| no. | frontier orbital gap (eV) |
| --- | --- |
| 1 | 8.20 |
| 2 | 5.27 |